No. 1
The following is a quantum chemistry calculation of the molecule CH4BBrO2 in a non-equilibrium geometry, from the Open Molecules 2025 dataset.

Each line ends with the natural charge from an NBO analysis.
Atoms and positions in Å:
B 1.04546 -0.19647 0.18291  0.957
C -1.45167 1.03550 0.39460  -0.396
O -0.08832 0.49614 -0.22201  -0.703
O 1.68850 -0.80001 -0.82565  -0.854
Br -2.94110 0.26164 -0.61632  -0.090
H 1.05998 -0.43118 1.27235  -0.103
H -1.49085 0.65959 1.39238  0.138
H -0.22039 0.27588 -1.15253  0.544
H 2.39838 -1.30109 -0.42573  0.507

Kohn-Sham gap: 7.03 eV
energy above the lowest of the compared OMol25 structures with the same formula, charge and spin: 105.6 kcal per mole
HOMO energy: -7.05 eV


No. 2
The following is a quantum chemistry calculation of a structure of composition C17H10Cl5N3O3SY in a non-equilibrium geometry, from the Open Molecules 2025 dataset.

Each line ends with the natural charge from an NBO analysis.
Atoms and positions in Å:
Y 9.61047 9.39403 8.01290  2.162
Cl 13.67224 9.59778 8.50324  0.044
C 12.68530 8.78280 9.71379  -0.015
C 11.28551 8.72663 9.44202  -0.680
C 10.61702 7.93286 10.39548  0.085
Cl 8.86223 7.64659 10.11203  0.001
C 11.03783 7.41633 11.62641  -0.158
Cl 10.02063 6.67886 12.82077  0.093
C 12.36146 7.63034 11.84444  -0.053
Cl 12.98689 7.22795 13.38487  0.105
C 13.19181 8.16286 10.81920  -0.079
Cl 14.92318 8.17460 11.14299  0.057
O 9.07045 11.31701 8.97877  -1.027
S 9.62225 12.32069 7.98613  2.277
O 8.75983 13.42335 7.74647  -0.855
N 10.02747 11.35456 6.75258  -1.094
C 11.37549 11.52122 6.30536  0.657
O 11.78645 10.83660 5.38318  -0.528
C 12.08003 12.43452 7.25161  -0.125
C 13.43952 12.76307 7.18893  -0.151
C 13.85084 13.57128 8.24387  -0.167
C 13.05404 13.99101 9.33832  -0.163
C 11.73178 13.69225 9.33156  -0.189
C 11.24828 12.92913 8.30967  -0.308
H 14.04336 12.44465 6.41592  0.246
H 14.93800 13.85118 8.35098  0.235
H 13.54467 14.57014 10.21783  0.252
H 11.03123 13.92947 10.11314  0.245
C 10.10613 6.43808 6.32076  -0.684
C 8.68473 6.84405 6.26716  0.433
N 8.15922 7.89519 6.88817  -0.677
C 6.75187 7.82148 6.58029  -0.082
C 6.50704 6.72127 5.89014  -0.063
N 7.73381 6.07045 5.70972  -0.500
H 10.71967 6.83020 7.12342  0.239
H 10.60877 6.63468 5.44389  0.259
H 10.23775 5.36221 6.54712  0.264
H 5.98393 8.59080 6.74942  0.249
H 5.63546 6.35556 5.36259  0.251
H 7.79717 5.10209 5.43032  0.444

charge: +1
Kohn-Sham gap: 8.95 eV
HOMO energy: -12.07 eV


No. 3
The following is a quantum chemistry calculation of the molecule C5H10O in a non-equilibrium geometry, from the Open Molecules 2025 dataset.

Each line ends with the natural charge from an NBO analysis.
Atoms and positions in Å:
C 2.06605 0.15007 0.38887  -0.633
C 0.56667 0.26578 0.16133  0.094
C -0.00309 -0.45759 -1.05550  -0.449
C -1.49033 -0.33749 -0.71630  -0.413
C -1.39690 0.37624 0.90869  -0.113
O -0.16817 -0.21558 1.28167  -0.539
H 2.41512 0.85223 1.14747  0.219
H 2.61897 0.32534 -0.54072  0.214
H 2.33254 -0.86207 0.73591  0.224
H -0.04035 1.23356 0.03270  0.179
H 0.31376 0.06055 -1.97173  0.207
H 0.35975 -1.48947 -1.10811  0.205
H -1.90359 -1.31460 -0.44035  0.209
H -2.09298 0.04742 -1.56238  0.216
H -2.26261 -0.04725 1.37549  0.184
H -1.31485 1.41288 1.36294  0.196

SMILES: C[C@H]1CCCO1
Kohn-Sham gap: 10.97 eV
energy above the lowest of the compared OMol25 structures with the same formula, charge and spin: 55.3 kcal per mole
HOMO energy: -9.76 eV


No. 4
The following is a quantum chemistry calculation of a structure of composition C27H31FN13O3SSiTi, from the Open Molecules 2025 dataset.

Each line ends with the Mulliken charge.
Atoms and positions in Å:
Ti -0.73239 -0.90924 0.53585  -0.570
N -3.61213 0.63433 -1.46600  -0.171
C -2.31408 1.00307 -1.69874  -0.836
S -1.89080 1.70355 -3.18821  -0.436
N -1.52165 0.68811 -0.68417  0.377
N -0.18501 0.93648 -0.57713  1.313
C 0.39609 2.07159 -0.62447  0.566
C -0.22031 3.38102 -0.92383  -0.330
C 0.48218 4.27885 -1.72283  -0.361
C -0.04297 5.52988 -2.00049  -0.826
C -1.26358 5.90403 -1.45489  -0.523
C -1.95417 5.02044 -0.63739  -1.381
C -1.44149 3.76079 -0.37851  0.573
C 1.80457 2.05185 -0.12788  -0.397
C 2.15797 2.94870 0.87782  -0.465
C 3.40183 2.81395 1.46620  -0.724
C 4.25109 1.81356 1.01711  -0.665
C 3.81292 0.99332 -0.01080  -0.274
N 2.61511 1.09760 -0.57745  -0.057
H -4.29105 1.03579 -2.08800  0.289
H -3.87301 0.48395 -0.50009  0.144
H 1.43855 3.98476 -2.13864  0.464
H 0.50269 6.21513 -2.63696  0.380
H -1.67146 6.88560 -1.66171  0.390
H -2.89704 5.31323 -0.19335  0.441
H -1.98438 3.07561 0.25924  0.735
H 1.44603 3.68487 1.22956  0.417
H 3.69240 3.46964 2.27720  0.440
H 5.22924 1.66294 1.45441  0.415
H 4.45381 0.20456 -0.39381  0.370
N -1.13157 -1.53555 -3.01267  -0.274
N -2.37272 -2.13738 -2.81642  -0.436
C -2.75199 -2.41709 -1.52303  0.359
N -4.00250 -3.01700 -1.48488  -0.550
N -2.04176 -2.15521 -0.49743  0.250
N -2.59299 -3.04318 0.95532  0.206
O -2.15604 -4.10365 0.97967  -0.325
O -1.34009 -1.77979 1.84618  -1.002
H -1.21957 -0.54191 -3.23233  0.021
H -0.62951 -2.02162 -3.74263  0.354
H -3.12890 -1.88656 -3.43857  0.306
H -4.19056 -3.62668 -2.26586  0.256
H -4.27526 -3.42212 -0.60410  0.270
C 3.26944 -3.48307 -0.95952  -1.330
Si 1.54171 -2.74904 -1.19757  0.330
C 0.47441 -4.18951 -1.77932  -1.166
C 1.82137 -1.46187 -2.53047  -0.861
N 0.93948 -2.02571 0.26665  1.161
C 1.62421 -2.25787 1.46765  0.519
C 2.14416 -3.47991 1.90871  -0.625
C 2.87961 -3.57760 3.08317  -0.804
C 3.10580 -2.46505 3.88213  -0.516
C 2.55243 -1.24416 3.51304  -0.999
C 1.81720 -1.20021 2.35431  0.138
F 1.23079 -0.02865 2.00765  0.195
H 3.72594 -3.55152 -1.95200  0.443
H 3.28939 -4.47988 -0.51822  0.353
H 3.89750 -2.83151 -0.34712  0.306
H 1.05745 -4.85702 -2.42089  0.473
H -0.41274 -3.87219 -2.32696  0.242
H 0.13754 -4.76294 -0.91129  0.245
H 1.79099 -1.91668 -3.52681  0.529
H 2.81455 -1.03262 -2.38518  0.300
H 1.11000 -0.64075 -2.49013  -0.032
H 1.96056 -4.36509 1.31367  0.485
H 3.27438 -4.54164 3.38005  0.396
H 3.68276 -2.54894 4.79390  0.393
H 2.65222 -0.34876 4.11134  0.489
N -3.32419 0.33036 2.08288  -0.335
C -2.23238 1.15362 2.26717  0.784
O -1.10200 0.74948 1.89936  0.056
C -2.40978 2.43785 2.83325  0.356
C -3.68045 2.85282 3.28456  -0.547
N -4.75060 3.13853 3.61869  -0.681
C -1.28584 3.29338 2.94337  0.217
N -0.36452 3.98403 3.03269  -0.766
H -4.16116 0.56428 2.59478  0.258
H -3.02567 -0.64238 2.11114  0.260

charge: -1
Kohn-Sham gap: 7.54 eV
energy above the lowest of the compared OMol25 structures with the same formula, charge and spin: 0.8 kcal per mole
HOMO energy: -5.25 eV


No. 5
The following is a quantum chemistry calculation of the molecule C6H8 in a non-equilibrium geometry, from the Open Molecules 2025 dataset.

Each line ends with the natural charge from an NBO analysis.
Atoms and positions in Å:
C 2.26665 -0.45268 0.38566  -0.376
C 1.17829 -0.54504 -0.47488  -0.203
C -0.03030 0.34632 -0.48783  -0.099
C 0.00702 1.65288 -0.23398  -0.361
C -1.28827 -0.43470 -0.59312  -0.214
C -2.19059 -0.45974 0.48014  -0.385
H 3.09838 -1.12796 0.30204  0.200
H 2.31421 0.27578 1.24118  0.200
H 1.11417 -1.44812 -1.09734  0.203
H 0.90421 2.26180 -0.03419  0.204
H -0.89385 2.20633 -0.09086  0.198
H -1.34321 -1.19763 -1.45423  0.220
H -3.06676 -1.15918 0.54244  0.202
H -2.06994 0.08192 1.51500  0.210

SMILES: C=CC(=C)C=C
Kohn-Sham gap: 9.60 eV
energy above the lowest of the compared OMol25 structures with the same formula, charge and spin: 42.7 kcal per mole
HOMO energy: -8.96 eV